Formula: C27H49As3BrFeN6O2S
Source: the OMol25 dataset
Level of theory: ωB97M-V/def2-TZVPD

As for the spin multiplicity: 2. The total charge is +2. The expectation value of S² is 0.89. Its energy is -339596.96548 eV. The value obtained for the LUMO energy (alpha / beta) is -6.93 / -6.59 eV. The energy relative to the best compared isomer or geometry (same formula, charge and spin) comes out at 2.355 eV.

CARTESIAN COORDINATES (ANGSTROEM)
Fe1 0.443 -0.769 0.748
C1 2.895 1.727 -1.093
As1 1.288 1.624 -0.009
C2 2.020 1.993 1.767
C3 0.599 3.402 -0.472
C4 -0.770 3.867 0.020
C5 -0.677 4.235 1.504
C6 -1.816 2.787 -0.202
As2 -1.820 1.205 0.945
C7 -2.609 1.774 2.634
C8 -3.404 0.459 0.096
C9 -1.174 5.140 -0.748
As3 -1.504 5.283 -2.722
C10 -1.448 3.449 -3.448
C11 0.318 5.776 -3.263
H1 3.361 2.675 -0.824
H2 2.633 1.741 -2.150
H3 3.588 0.921 -0.890
H4 2.328 3.036 1.832
H5 2.886 1.353 1.916
H6 1.279 1.796 2.542
H7 0.663 3.460 -1.557
H8 1.379 4.053 -0.068
H9 -0.298 3.411 2.114
H10 -1.653 4.523 1.899
H11 -0.003 5.082 1.644
H12 -1.730 2.365 -1.203
H13 -2.822 3.210 -0.118
H14 -3.386 2.507 2.416
H15 -1.871 2.207 3.303
H16 -3.059 0.904 3.110
H17 -4.155 1.249 0.100
H18 -3.788 -0.396 0.642
H19 -3.177 0.176 -0.930
H20 -0.409 5.901 -0.570
H21 -2.089 5.524 -0.290
H22 -2.395 2.938 -3.280
H23 -0.622 2.827 -3.101
H24 -1.333 3.581 -4.524
H25 0.635 6.650 -2.694
H26 0.296 6.052 -4.316
H27 1.047 4.977 -3.129
C12 -2.318 -3.753 -2.818
C13 -1.612 -2.438 -3.069
N1 -1.372 -1.741 -1.797
C14 -1.827 -2.145 -0.591
N2 -1.303 -1.606 0.505
C15 -1.892 -1.940 1.806
C16 -2.557 -3.303 1.827
C17 -3.537 -3.357 0.678
N3 -2.852 -3.019 -0.564
C18 -3.429 -3.511 -1.817
H28 -1.622 -4.486 -2.405
H29 -2.716 -4.153 -3.749
H30 -2.213 -1.796 -3.715
H31 -0.650 -2.594 -3.556
H32 -0.505 -1.228 -1.755
H33 -2.629 -1.179 2.089
H34 -1.106 -1.888 2.563
H35 -3.081 -3.454 2.770
H36 -1.807 -4.088 1.715
H37 -4.369 -2.664 0.848
H38 -3.964 -4.352 0.564
H39 -4.159 -2.794 -2.208
H40 -3.961 -4.432 -1.588
Br1 4.486 -3.736 -4.731
C19 4.569 -2.884 -3.062
C20 5.792 -2.756 -2.406
N4 5.930 -2.152 -1.230
C21 4.839 -1.663 -0.657
C22 3.575 -1.755 -1.230
C23 3.432 -2.380 -2.466
C24 2.410 -1.226 -0.519
O1 2.494 -0.739 0.656
O2 1.243 -1.229 -1.027
H41 6.691 -3.161 -2.855
H42 4.970 -1.171 0.300
H43 2.464 -2.468 -2.939
S1 0.952 -3.043 1.246
C25 1.454 -2.799 2.849
N5 1.421 -3.689 3.822
C26 2.013 -3.207 5.073
C27 2.306 -1.729 4.734
N6 1.909 -1.603 3.315
H44 1.061 -4.619 3.684
H45 2.912 -3.774 5.309
H46 1.308 -3.309 5.894
H47 3.357 -1.479 4.856
H48 1.716 -1.052 5.346
H49 2.527 -1.125 2.669

---

Formula: C2HBrF4S
Source: the OMol25 dataset
Level of theory: ωB97M-V/def2-TZVPD

As for the spin multiplicity: 1. Its energy is -93834.76638 eV. The value obtained for the LUMO energy (alpha / beta) is -0.73 / -2.58 eV. The energy relative to the best compared isomer or geometry (same formula, charge and spin) comes out at 2.688 eV.

CARTESIAN COORDINATES (ANGSTROEM)
C1 0.900 -0.346 0.603
C2 0.253 1.002 0.152
F1 0.848 -0.703 1.858
F2 -1.005 1.130 0.642
F3 0.956 2.100 0.589
F4 0.133 1.042 -1.163
S1 -1.818 -2.005 -0.196
Br1 -1.829 -1.622 -2.332
H1 1.563 -0.598 -0.153

---

Formula: C21H27Cl2N7O5Pd
Source: the OMol25 dataset
Level of theory: ωB97M-V/def2-TZVPD

As for the spin multiplicity: 5. The total charge is +2. The expectation value of S² is 6.03. Its energy is -71391.30711 eV. The value obtained for the LUMO energy (alpha / beta) is -4.79 / -9.03 eV. The energy relative to the best compared isomer or geometry (same formula, charge and spin) comes out at 0.000 eV.

CARTESIAN COORDINATES (ANGSTROEM)
Pd1 0.536 0.347 0.893
C1 1.820 3.295 -2.151
C2 0.746 2.706 -1.295
C3 -0.403 3.575 -0.903
O1 0.806 1.519 -0.984
H1 1.489 3.251 -3.194
H2 2.738 2.719 -2.067
H3 1.988 4.344 -1.913
H4 -0.904 3.906 -1.816
H5 -0.044 4.477 -0.407
H6 -1.106 3.036 -0.274
N1 5.690 -1.700 -1.991
C4 5.245 -0.420 -1.946
O2 5.252 0.344 -2.882
C5 4.654 0.027 -0.629
C6 5.351 0.878 0.221
C7 4.714 1.371 1.347
C8 3.391 1.034 1.569
N2 2.718 0.226 0.741
C9 3.340 -0.278 -0.329
H7 6.175 -1.990 -2.828
H8 5.873 -2.211 -1.145
H9 6.371 1.159 -0.007
H10 5.222 2.031 2.036
H11 2.841 1.428 2.415
H12 2.744 -0.892 -0.993
N3 1.370 -4.005 -0.360
C10 1.073 -2.947 0.392
O3 0.497 -1.943 -0.034
C11 1.468 -3.026 1.833
C12 1.023 -1.935 2.590
N4 0.608 -0.922 2.958
C13 2.255 -4.056 2.350
N5 2.942 -4.896 2.751
H13 1.828 -4.823 0.015
H14 1.155 -3.986 -1.344
C14 -2.958 -1.279 -1.666
C15 -4.428 -1.979 -1.769
N6 -5.191 -1.475 -0.675
C16 -5.376 -0.062 -0.747
C17 -3.898 0.608 -0.581
N7 -2.969 -0.472 -0.490
C18 -3.173 -1.240 0.697
C19 -4.662 -1.890 0.583
H15 -2.796 -0.664 -2.548
H16 -2.192 -2.048 -1.598
H17 -4.324 -3.058 -1.693
H18 -4.886 -1.712 -2.718
H19 -6.017 0.287 0.059
H20 -5.796 0.218 -1.710
H21 -3.865 1.203 0.328
H22 -3.691 1.225 -1.453
H23 -3.130 -0.595 1.570
H24 -2.432 -2.034 0.768
H25 -5.278 -1.519 1.399
H26 -4.591 -2.974 0.629
Cl1 -3.420 2.519 3.047
C20 -1.707 2.965 3.031
Cl2 -1.020 2.971 4.651
C21 -0.898 2.035 2.128
O4 0.355 2.157 2.103
O5 -1.477 1.192 1.398
H27 -1.645 3.978 2.639